(1)
The following is a DFT calculation (ωB97M-V/def2-TZVPD) of a 8-piece molecular cluster, C4H25N2O7 overall in a non-equilibrium geometry.

Calculated values
Energy relative to the best compared isomer or geometry (same formula, charge and spin)   0.0 kcal per mole
E   -802.915406 hartree
Gap between HOMO and LUMO (alpha / beta)   0.3477 / 0.1663 Eh
LUMO level (alpha / beta)   -7.887 / -12.810 eV
HOMO energy (alpha / beta)   -0.638 / -0.637 Eh
Charge   +2
Spin multiplicity   2

Structure (XYZ):
```
38
Properties=species:S:1:pos:R:3:mulliken_charge:R:1
O 3.988 2.224 -0.469 -0.70
O 1.351 2.993 -0.144 -0.63
O 0.929 -3.250 1.967 -0.66
O -1.205 2.301 -0.895 -0.68
O -0.592 -3.107 -1.026 -0.56
O -2.728 -2.015 -2.198 -0.65
O -1.271 0.201 -3.034 -0.70
N -0.167 0.053 0.413 0.47
N 1.315 -1.552 -0.331 -0.03
C 0.451 -0.562 -0.576 -0.20
C -1.145 0.643 2.571 -1.10
C -0.752 2.093 2.857 -1.01
C -0.211 -0.300 1.821 -0.27
H 1.319 -1.984 0.617 0.26
H -0.081 2.106 3.714 0.39
H 3.886 1.428 0.069 0.33
H 1.503 3.866 0.229 0.28
H -0.666 -3.419 -1.936 0.32
H 1.160 -4.065 1.495 0.33
H -1.477 -2.893 -0.698 0.31
H -1.180 0.643 -3.891 0.32
H 0.797 -0.228 2.252 0.40
H -0.370 2.816 -0.899 0.36
H 2.187 2.611 -0.487 0.34
H -1.672 0.909 -2.504 0.30
H -2.088 -1.350 -2.532 0.43
H 1.392 -2.229 -1.097 0.38
H -2.118 0.513 2.076 0.45
H -1.685 2.594 3.087 0.33
H 0.311 -0.279 -1.619 0.62
H -0.629 0.931 0.065 0.18
H -1.679 2.699 -0.149 0.31
H -0.605 -1.311 1.830 0.38
H 0.089 -3.495 2.380 0.33
H -3.527 -1.473 -2.146 0.29
H -1.376 0.146 3.515 0.45
H 4.095 2.897 0.217 0.36
H -0.202 2.563 2.042 0.25
```



(2)
The following is a DFT calculation (ωB97M-V/def2-TZVPD) of C15H24Be2ClFMgN3O10P as an isolated structure in a non-equilibrium geometry.

Calculated values
E   -2632.489883 hartree
Gap between HOMO and LUMO   0.0767 Eh
LUMO level   -9.341 eV
HOMO energy   -0.420 Eh
Charge   +2
Spin multiplicity   1

Structure (XYZ):
```
58
Properties=species:S:1:pos:R:3:mulliken_charge:R:1
Cl -1.712 0.715 -6.184 -0.09
P -1.515 -2.354 -3.997 0.02
Mg 0.620 -0.955 2.406 0.93
F 6.337 -4.017 -1.069 -0.51
O 3.088 -3.020 -6.087 -0.57
O -3.882 -1.520 9.798 -0.44
O -0.508 -2.566 1.031 -0.72
O -3.327 0.615 -7.781 -0.39
O 3.092 0.049 -2.573 -0.56
O -0.289 -0.239 5.599 -0.61
O -1.383 -0.853 2.228 -0.64
O -2.164 -0.945 -4.526 -0.30
O 0.278 -0.143 -2.826 -0.58
O -1.723 -1.076 -0.008 -0.63
N -1.916 0.566 6.945 0.16
N 2.670 3.800 -3.319 0.08
N -1.871 -2.502 -2.368 -0.42
C -1.261 -1.475 1.068 1.02
C 3.152 -1.580 -4.271 0.32
C 1.496 3.177 -2.953 0.38
C 1.009 -2.776 -5.038 -0.65
C -2.894 0.539 5.855 -0.97
C -0.664 0.157 6.688 0.06
C 0.957 -0.922 -3.439 0.95
C -2.325 1.031 8.255 -0.42
C 0.300 -2.022 -4.204 0.37
C 1.206 5.409 -2.925 -0.44
C 4.653 -1.559 -4.292 -1.35
C 2.466 -0.804 -3.428 0.38
C 0.576 4.157 -2.698 -0.64
C 2.449 -2.507 -5.193 0.16
C 2.493 5.158 -3.309 -0.47
Be 5.055 -3.536 -2.807 1.06
Be -4.106 3.516 7.821 0.00
H -1.225 -3.124 -1.896 0.27
H 0.549 -3.558 -5.623 0.48
H 3.158 0.913 -2.998 0.18
H -2.689 2.078 8.181 -0.11
H 4.983 -1.516 -3.220 0.43
H -4.834 -1.634 9.586 0.46
H 1.422 2.104 -2.901 -0.23
H 5.012 -2.508 -4.746 0.39
H 3.528 3.341 -3.557 0.13
H -3.332 -2.200 9.353 0.46
H -0.442 3.994 -2.387 0.41
H -2.998 -0.478 5.478 0.33
H -2.553 1.170 5.037 0.31
H -3.119 -1.090 -4.593 0.29
H -1.490 0.992 8.954 0.35
H -3.855 0.898 6.213 0.34
H -1.857 -1.573 -1.936 0.37
H 5.095 -0.703 -4.794 0.37
H 0.762 6.384 -2.818 0.41
H 0.008 0.212 7.560 0.30
H -3.137 0.404 8.623 0.29
H -2.910 0.067 -7.106 0.43
H 3.296 5.823 -3.573 0.40
H -3.729 -1.513 10.768 0.47
```



(3)
The following is a DFT calculation (ωB97M-V/def2-TZVPD) of C6HO6V as an isolated structure in a non-equilibrium geometry.

Calculated values
Energy relative to the best compared isomer or geometry (same formula, charge and spin)   8.2 kcal per mole
E   -1624.331821 hartree
Gap between HOMO and LUMO (alpha / beta)   0.3105 / 0.2163 Eh
LUMO level (alpha / beta)   -4.818 / -6.893 eV
HOMO energy (alpha / beta)   -0.488 / -0.470 Eh
Charge   +1
Spin multiplicity   4

Structure (XYZ):
```
14
Properties=species:S:1:pos:R:3:mulliken_charge:R:1
V -0.016 0.212 0.180 -0.07
O -3.017 -0.572 -0.233 -0.17
O -0.019 2.119 -2.756 -0.14
O -0.001 -2.821 -0.710 -0.32
O -0.002 -1.135 2.943 -0.21
O 2.980 -0.613 -0.272 -0.19
O -0.004 2.987 1.590 -0.21
C 0.060 -1.651 -0.879 0.18
C -1.932 -0.179 -0.101 0.39
C -0.004 1.971 1.017 0.42
C -0.012 -0.693 1.867 0.39
C 1.909 -0.201 -0.105 0.38
C -0.025 1.501 -1.798 0.27
H 0.082 -0.926 -1.820 0.27
```



(4)
The following is a DFT calculation (ωB97M-V/def2-TZVPD) of one molecule with the formula C4H8N2O in a non-equilibrium geometry.

Calculated values
Energy relative to the best compared isomer or geometry (same formula, charge and spin)   81.3 kcal per mole
E   -341.663529 hartree
Gap between HOMO and LUMO (alpha / beta)   0.1617 / 0.2720 Eh
LUMO level (alpha / beta)   0.469 / -4.355 eV
HOMO energy (alpha / beta)   -0.144 / -0.432 Eh
Charge   0
Spin multiplicity   3

Structure (XYZ):
```
15
Properties=species:S:1:pos:R:3:mulliken_charge:R:1
O -0.310 1.876 1.201 -0.45
N -0.402 -0.923 -1.370 -0.97
N -1.478 -1.530 1.622 -0.39
C -0.053 -0.239 -0.167 0.33
C -0.812 -0.950 0.903 -0.29
C -0.539 1.337 -0.038 -0.76
C 1.410 -0.520 0.140 -1.44
H -0.392 -0.373 -2.318 1.00
H 2.005 0.062 0.972 0.26
H -1.311 -1.274 -1.367 0.71
H 2.002 -0.377 -0.790 0.47
H -1.508 1.564 -0.339 0.36
H 0.119 1.791 -0.810 0.44
H 1.836 -1.516 0.553 0.35
H -0.567 1.072 1.808 0.38
```



(5)
The following is a DFT calculation (ωB97M-V/def2-TZVPD) of a 2-piece molecular cluster, C3H4O2S overall in a non-equilibrium geometry.

Calculated values
Energy relative to the best compared isomer or geometry (same formula, charge and spin)   13.5 kcal per mole
E   -665.364067 hartree
Gap between HOMO and LUMO   0.3451 Eh
SMILES   O=C=O.C=CS
LUMO level   0.496 eV
HOMO energy   -0.327 Eh
Charge   0
Spin multiplicity   1

Structure (XYZ):
```
10
Properties=species:S:1:pos:R:3:mulliken_charge:R:1
S 1.249 0.982 -0.794 -0.15
O 4.867 -1.073 -0.524 -0.39
O 3.620 -0.208 1.205 -0.31
C 0.336 -0.256 0.153 -0.04
C 4.219 -0.668 0.346 0.73
C 0.835 -1.403 0.544 -0.64
H 1.725 -1.959 0.373 0.23
H 0.122 -2.092 1.071 0.18
H 2.381 0.196 -1.037 0.05
H -0.683 -0.101 0.260 0.34
```



(6)
The following is a DFT calculation (ωB97M-V/def2-TZVPD) of C11H20NO7Rb as an isolated structure in a non-equilibrium geometry.

Calculated values
E   -1036.606036 hartree
Gap between HOMO and LUMO   0.1120 Eh
LUMO level   3.588 eV
HOMO energy   0.020 Eh
Charge   -2
Spin multiplicity   1

Structure (XYZ):
```
40
Properties=species:S:1:pos:R:3:mulliken_charge:R:1
Rb -1.539 2.791 1.654 1.01
O -4.361 3.653 -1.866 -0.52
O 0.213 4.070 -0.287 -0.57
O -3.690 2.352 -0.060 -0.74
O -1.199 0.120 0.217 -0.76
O -3.540 1.753 -2.157 -0.73
O 0.999 6.156 -0.031 -0.50
O 0.857 5.055 -2.037 -0.77
N -0.022 -0.640 -0.069 0.33
C 2.249 -1.233 0.781 -1.48
C -0.289 -2.034 -0.614 1.44
C 0.964 -0.433 1.037 1.62
C -3.820 2.567 -1.264 0.67
C -1.222 -2.855 0.243 -1.50
C -0.784 -2.032 -2.081 -1.75
C 0.655 5.086 -0.779 0.50
C 1.147 -2.662 -0.827 -1.45
C 2.038 -2.648 0.429 -0.72
C 0.549 -0.885 2.460 -1.70
C 1.597 1.036 1.030 -1.22
H 2.966 -0.805 0.080 0.40
H 1.990 1.319 2.006 0.32
H 1.351 -0.533 3.109 0.48
H -4.424 3.085 -2.637 0.31
H -0.724 -3.063 1.190 0.28
H 1.683 -2.050 -1.552 0.40
H -0.085 -1.587 -2.788 0.40
H 1.589 -3.189 1.262 0.29
H 0.927 -3.653 -1.223 0.54
H -0.750 -3.098 -2.308 0.41
H 0.692 5.790 0.802 0.28
H 0.883 1.812 0.754 0.02
H 0.432 -1.956 2.623 0.37
H 2.423 1.219 0.342 0.35
H 2.973 -3.168 0.216 0.37
H -1.397 -3.814 -0.246 0.43
H -1.792 -1.621 -2.142 0.37
H -2.165 -2.325 0.378 0.32
H -0.271 -0.212 2.710 0.22
H 2.893 -1.368 1.649 0.30
```



(7)
The following is a DFT calculation (ωB97M-V/def2-TZVPD) of a 12-piece molecular cluster, C38H98N2O12 overall in a non-equilibrium geometry.

Calculated values
Energy relative to the best compared isomer or geometry (same formula, charge and spin)   2.5 kcal per mole
E   -2518.844889 hartree
Gap between HOMO and LUMO   0.2870 Eh
SMILES   CC1(C)CCCC(C)(C)N1O.CC1(C)CCCC(C)(C)N1O.CCO.CCO.CCO.CCO.CCO.CCO.CCO.CCO.CCO.CCO
LUMO level   0.021 eV
HOMO energy   -0.286 Eh
Charge   0
Spin multiplicity   1

Structure (XYZ):
```
150
Properties=species:S:1:pos:R:3:mulliken_charge:R:1
O -3.204 -0.969 3.254 -0.72
O -2.076 3.347 0.449 -0.33
O 0.581 1.558 4.631 -0.52
O -3.778 1.482 1.880 -0.59
O -0.151 1.418 -2.921 -0.42
O -3.289 -0.291 -4.887 -0.65
O 4.050 -1.156 -1.860 -0.51
O 3.097 -3.016 -0.002 -0.75
O 0.881 3.296 -5.163 -0.52
O -0.458 -0.347 -5.058 -0.38
O -3.461 -6.329 -0.426 -0.49
O 3.712 3.775 -2.088 -0.43
N -3.015 -5.326 -1.281 0.01
N 1.815 2.174 4.302 0.95
C 2.606 1.897 6.665 -1.63
C -0.398 0.139 -0.900 1.75
C 4.028 1.823 3.281 -0.69
C -1.408 4.146 -5.460 -1.02
C -1.498 -4.557 -3.026 -1.64
C 3.727 3.528 5.096 -1.21
C -0.060 4.305 -4.769 0.06
C -4.801 -3.860 -0.526 -1.58
C -2.962 -2.909 -1.818 0.00
C -1.768 -5.656 -2.013 1.83
C 3.566 4.836 -1.136 -0.53
C -2.051 -6.985 -2.715 -2.08
C -3.576 0.224 -3.556 0.85
C 1.175 -3.543 1.319 -1.31
C 0.437 1.188 -1.625 0.08
C 1.762 -2.640 0.265 2.09
C -3.308 -3.980 -0.769 2.55
C -4.857 -0.136 0.461 -1.59
C 1.450 3.953 5.917 -2.11
C 2.389 2.844 5.471 1.59
C 5.007 -0.137 0.186 -0.85
C 2.637 1.236 3.557 2.22
C -1.004 4.247 0.773 -0.09
C -2.520 -3.771 0.557 -1.05
C 2.743 4.340 0.022 0.25
C -1.605 -3.135 -2.483 1.16
C -0.449 3.842 2.125 -0.21
C -5.054 0.036 -3.328 -1.17
C 1.569 -1.583 -4.465 -0.01
C 4.167 0.030 -1.080 0.45
C -1.202 -1.801 4.261 -1.19
C 0.778 -0.827 -5.528 -0.58
C -4.675 1.335 0.757 -0.21
C 2.017 1.054 2.160 -0.43
C 4.713 2.572 4.440 -1.11
C -0.518 -5.805 -1.125 -1.49
C 2.890 -0.154 4.176 -1.44
C -1.811 -0.735 3.351 1.09
H 6.005 -0.532 -0.018 0.52
H 5.182 0.870 0.569 0.24
H -2.166 4.790 -5.013 0.35
H 2.073 -0.637 4.715 -0.02
H 1.386 0.013 -5.894 0.29
H 5.574 3.162 4.124 0.39
H -2.916 -0.395 -2.942 -0.40
H -3.562 -0.216 2.743 0.35
H -0.269 4.135 -0.029 -0.17
H 1.813 1.146 6.746 0.28
H 4.132 4.128 -2.877 0.25
H 3.726 -0.158 4.880 0.37
H 2.677 0.499 1.493 -0.81
H -1.621 0.252 3.789 0.35
H -1.136 -7.366 -3.176 0.37
H -1.851 -2.905 0.566 -0.25
H 4.586 5.078 -0.814 0.33
H -5.712 0.657 -3.938 0.43
H -2.419 3.665 -0.396 0.20
H -0.450 -4.640 -3.336 0.39
H -1.231 4.065 2.853 0.51
H 3.160 0.307 -0.760 -0.62
H -2.785 -6.441 0.268 0.41
H -3.241 1.265 -3.593 0.24
H -2.897 -1.922 -1.359 -1.41
H -0.161 2.792 2.155 -0.63
H -1.293 4.455 -6.501 0.36
H 3.436 -2.415 -0.692 0.41
H -0.064 2.087 4.146 0.30
H -5.574 -0.304 -0.346 0.53
H 1.049 4.547 5.089 0.27
H -1.727 3.110 -5.364 0.18
H 0.202 -3.209 1.679 -0.01
H 1.129 -4.596 1.045 0.37
H 0.356 5.309 -4.884 0.45
H -4.177 1.786 -0.107 0.18
H 4.136 2.433 2.378 0.18
H -1.493 -2.472 -3.347 0.47
H 2.495 -1.959 -4.908 0.47
H -0.345 0.307 -4.336 0.38
H 1.948 4.620 6.620 0.49
H 1.135 -2.483 -0.623 -0.40
H 0.974 -2.448 -4.169 -0.21
H 0.369 -6.146 -1.659 0.46
H -5.108 -0.713 1.348 0.62
H 4.733 1.011 3.075 0.15
H 2.558 2.358 7.655 0.44
H -5.446 -4.140 -1.357 0.39
H 1.007 0.639 2.156 0.14
H -0.319 -4.902 -0.549 -0.11
H 1.791 -3.476 2.221 0.46
H -3.968 -0.604 0.031 0.39
H -0.614 -6.571 -0.341 0.41
H -0.143 -0.853 -1.274 -0.98
H -0.203 4.125 -3.698 -0.07
H 5.070 1.825 5.152 0.38
H 0.542 3.564 6.388 0.43
H -5.102 -2.846 -0.249 0.19
H 1.693 4.136 -0.178 -0.50
H -1.317 -0.847 2.374 -0.42
H -3.142 2.165 1.631 0.28
H 1.928 2.010 1.633 -0.27
H -5.401 -0.990 -3.423 0.32
H 0.409 2.062 -3.376 0.01
H 3.168 -0.840 3.372 0.35
H -3.230 -3.615 1.372 0.28
H -2.347 -7.777 -2.030 0.37
H -5.229 0.428 -2.319 0.02
H -5.607 1.871 0.930 0.28
H -0.154 -1.540 4.440 -0.04
H 1.188 3.567 -6.037 0.28
H 4.136 3.944 6.017 0.46
H 0.389 2.116 -1.058 -0.64
H 3.533 1.324 6.604 0.31
H -0.811 -2.832 -1.796 -1.37
H 1.767 -1.615 0.682 -0.76
H 4.467 -0.789 0.869 0.05
H -1.335 5.289 0.829 0.36
H 2.786 5.031 0.865 0.43
H -3.746 -2.894 -2.577 0.45
H -1.695 -1.803 5.232 0.43
H -5.067 -4.450 0.356 0.47
H -2.340 -0.152 -5.051 0.47
H -2.096 -4.693 -3.928 0.37
H 1.462 0.847 -1.765 0.50
H 1.837 -0.943 -3.627 -0.13
H 0.448 4.430 2.327 0.37
H 4.534 0.870 -1.676 0.59
H -1.461 0.282 -1.097 -0.09
H 0.597 -1.434 -6.415 0.37
H -1.870 -4.608 0.808 0.29
H -0.191 0.206 0.167 -0.41
H 3.161 3.378 0.330 -0.30
H 4.867 -1.287 -2.351 0.26
H 3.175 5.757 -1.582 0.36
H -1.236 -2.786 3.800 0.31
H 3.490 4.328 4.389 0.35
H -2.853 -6.771 -3.420 0.49
```



(8)
The following is a DFT calculation (ωB97M-V/def2-TZVPD) of C7H11AlNP as an isolated structure in a non-equilibrium geometry.

Calculated values
E   -911.660138 hartree
Gap between HOMO and LUMO (alpha / beta)   0.1994 / 0.1995 Eh
LUMO level (alpha / beta)   -0.465 / -0.465 eV
HOMO energy (alpha / beta)   -0.217 / -0.217 Eh
Charge   0
Spin multiplicity   1

Structure (XYZ):
```
21
Properties=species:S:1:pos:R:3:mulliken_charge:R:1
P -0.309 -3.714 -0.372 -0.14
Al 1.154 -1.821 -0.164 -0.08
N 0.492 -0.677 1.202 -0.24
C 0.791 2.204 -1.442 -0.87
C 0.438 0.055 2.155 0.73
C -0.487 2.730 -1.426 -0.41
C 0.404 0.636 3.468 -0.86
C 0.743 0.836 -1.703 -0.19
C -1.447 1.657 -1.671 -0.64
C -0.668 0.487 -1.971 -0.27
H -1.008 -0.582 -2.273 0.25
H -1.477 -3.828 -1.211 0.14
H -0.597 -4.016 1.032 0.12
H -0.806 3.781 -1.236 0.37
H 0.777 -4.577 -0.873 0.15
H 0.414 -0.163 4.245 0.29
H -0.519 1.242 3.567 0.28
H 1.586 0.150 -2.108 0.28
H -2.506 1.614 -1.616 0.44
H 1.747 2.693 -1.243 0.37
H 1.279 1.292 3.637 0.28
```



> Which of these has the highest spin multiplicity?

C6HO6V



> Which of these has the highest E?

C4H8N2O



> Which of these has the highest spin multiplicity?

C6HO6V